No. 1
# C67H51CrFGeN3O4P3S2

A molecular structure, C67H51CrFGeN3O4P3S2 at a distorted geometry (wB97M-V/def2-TZVPD, the Open Molecules 2025 dataset).

XYZ file:
```
133
C67H51CrFGeN3O4P3S2 (wB97M-V/def2-TZVPD)
Cr 0.118 0.461 0.058
F 3.110 -3.540 -2.262
Ge 2.080 -2.227 -1.586
C 3.686 -1.193 -1.053
C 4.799 -1.378 -1.868
C 6.037 -0.897 -1.480
C 6.183 -0.286 -0.243
C 5.078 -0.091 0.568
C 3.809 -0.495 0.146
P 2.313 -0.130 1.132
C 2.999 1.200 2.219
C 2.970 1.168 3.609
C 3.562 2.181 4.355
C 4.195 3.238 3.726
C 4.252 3.272 2.339
C 3.667 2.262 1.597
C 2.269 -1.549 2.291
C 1.398 -1.526 3.383
C 1.505 -2.482 4.381
C 2.456 -3.487 4.285
C 3.271 -3.561 3.166
C 3.182 -2.597 2.173
C 1.353 -1.692 -3.356
C 1.709 -2.534 -4.409
C 1.427 -2.193 -5.721
C 0.808 -0.985 -6.002
C 0.436 -0.150 -4.966
C 0.673 -0.504 -3.634
P 0.071 0.703 -2.387
C 1.098 2.061 -3.062
C 0.604 3.091 -3.849
C 1.488 3.980 -4.451
C 2.853 3.840 -4.278
C 3.350 2.812 -3.484
C 2.477 1.930 -2.875
C -1.631 1.043 -2.973
C -2.317 0.212 -3.860
C -3.630 0.488 -4.202
C -4.281 1.589 -3.666
C -3.601 2.429 -2.800
C -2.290 2.151 -2.451
C 1.067 -3.507 -0.428
C 1.631 -4.783 -0.362
C 0.906 -5.858 0.116
C -0.415 -5.686 0.503
C -0.967 -4.421 0.485
C -0.223 -3.314 0.061
P -1.065 -1.688 0.155
C -1.852 -1.756 1.806
C -1.283 -2.506 2.834
C -1.879 -2.551 4.084
C -3.041 -1.837 4.334
C -3.600 -1.067 3.326
C -3.007 -1.018 2.074
C -2.403 -2.122 -1.023
C -1.968 -2.442 -2.307
C -2.837 -2.977 -3.240
C -4.167 -3.181 -2.906
C -4.609 -2.867 -1.631
C -3.733 -2.351 -0.686
H 4.698 -1.923 -2.797
H 6.896 -1.030 -2.125
H 7.157 0.040 0.097
H 5.208 0.371 1.535
H 2.497 0.357 4.137
H 3.539 2.123 5.435
H 4.653 4.021 4.314
H 4.764 4.084 1.840
H 3.739 2.278 0.520
H 0.640 -0.759 3.454
H 0.847 -2.436 5.240
H 2.553 -4.220 5.075
H 3.994 -4.360 3.072
H 3.831 -2.661 1.310
H 2.220 -3.462 -4.199
H 1.709 -2.864 -6.522
H 0.613 -0.691 -7.025
H -0.046 0.794 -5.183
H -0.461 3.213 -4.001
H 1.089 4.780 -5.062
H 3.535 4.532 -4.756
H 4.418 2.688 -3.350
H 2.860 1.117 -2.268
H -1.829 -0.645 -4.294
H -4.148 -0.158 -4.899
H -5.313 1.791 -3.922
H -4.081 3.310 -2.392
H -1.788 2.822 -1.778
H 2.642 -4.940 -0.709
H 1.364 -6.838 0.155
H -1.011 -6.532 0.820
H -1.994 -4.283 0.797
H -0.380 -3.072 2.662
H -1.434 -3.155 4.865
H -3.501 -1.871 5.313
H -4.506 -0.505 3.516
H -3.452 -0.404 1.301
H -0.926 -2.311 -2.565
H -2.475 -3.240 -4.226
H -4.854 -3.594 -3.633
H -5.642 -3.041 -1.360
H -4.096 -2.159 0.313
O -1.774 1.048 0.121
N -2.127 1.619 1.216
N -1.284 1.498 2.144
O -0.189 0.776 1.981
C -1.486 2.139 3.401
C -2.773 2.352 3.878
C -2.935 3.000 5.089
C -1.826 3.432 5.806
C -0.548 3.213 5.311
C -0.368 2.557 4.105
H -3.619 2.006 3.301
H -3.930 3.162 5.480
H -1.963 3.947 6.747
H 0.314 3.558 5.865
H 0.622 2.391 3.704
O -1.757 6.891 -0.093
S -1.008 6.128 -1.040
O -1.447 6.086 -2.404
N -0.843 4.555 -0.487
C 0.395 4.261 -0.301
S 0.936 2.758 0.349
C 1.371 5.356 -0.515
C 2.742 5.334 -0.336
C 3.463 6.484 -0.628
C 2.819 7.631 -1.076
C 1.437 7.659 -1.238
C 0.737 6.509 -0.953
H 3.220 4.436 0.028
H 4.538 6.490 -0.502
H 3.401 8.518 -1.287
H 0.931 8.560 -1.557
```

Output
Charge ... +1
HOMO level (spin up / spin down) ... -0.394 / -0.396 Eh
Energy relative to the best compared isomer or geometry (same formula, charge and spin) ... 0.0 kcal per mole
Spin multiplicity ... 2
<S²> ... 0.771
Kohn-Sham gap (spin up / spin down) ... 6.462 / 7.082 eV

Here are the Mulliken charges for atoms 1 to 99, given in e:
1 Cr -3.80
2 F -0.58
3 Ge 1.52
4 C 0.06
5 C -0.01
6 C -1.07
7 C -0.83
8 C -0.45
9 C -0.27
10 P 2.44
11 C 1.69
12 C -0.97
13 C -0.42
14 C -1.12
15 C -0.87
16 C -0.60
17 C 1.24
18 C -1.19
19 C -1.02
20 C -1.07
21 C -0.93
22 C -0.48
23 C -0.13
24 C -0.28
25 C -0.95
26 C -1.00
27 C -0.52
28 C -0.08
29 P 2.52
30 C 0.94
31 C -0.25
32 C -0.81
33 C -0.82
34 C -0.72
35 C -0.35
36 C 1.05
37 C -1.42
38 C -0.72
39 C -1.11
40 C -0.88
41 C -0.10
42 C -0.14
43 C -0.11
44 C -1.06
45 C -0.91
46 C -0.58
47 C -0.02
48 P 3.08
49 C 1.74
50 C -1.55
51 C -0.83
52 C -1.15
53 C -1.02
54 C -1.08
55 C 0.95
56 C -0.33
57 C -0.85
58 C -0.82
59 C -0.89
60 C -0.56
61 H 0.55
62 H 0.47
63 H 0.47
64 H 0.58
65 H 0.58
66 H 0.50
67 H 0.39
68 H 0.57
69 H 1.07
70 H 0.64
71 H 0.62
72 H 0.43
73 H 0.48
74 H 0.51
75 H 0.61
76 H 0.46
77 H 0.48
78 H 0.53
79 H 0.46
80 H 0.50
81 H 0.42
82 H 0.52
83 H 0.29
84 H 0.50
85 H 0.47
86 H 0.43
87 H 0.61
88 H 0.42
89 H 0.60
90 H 0.46
91 H 0.48
92 H 0.51
93 H 0.97
94 H 0.60
95 H 0.45
96 H 0.51
97 H 0.71
98 H 0.49
99 H 0.48

No. 2
# C67H68BGeN9O2RuTe

A molecular structure, C67H68BGeN9O2RuTe at a distorted geometry (wB97M-V/def2-TZVPD, the Open Molecules 2025 dataset).

XYZ file:
```
150
C67H68BGeN9O2RuTe (wB97M-V/def2-TZVPD)
Ru 0.053 -0.031 0.172
C 2.750 -0.591 -2.423
C 2.551 0.853 -2.129
C 3.153 1.960 -2.739
C 2.645 3.059 -2.079
C 2.941 4.496 -2.333
N 1.782 2.609 -1.140
N 1.733 1.269 -1.176
B 1.139 3.439 -0.036
N 1.290 2.765 1.336
N 0.433 1.814 1.761
C 0.659 1.626 3.056
C -0.146 0.688 3.882
C 1.681 2.476 3.485
C 2.070 3.172 2.358
C 3.166 4.168 2.223
N -0.420 3.677 -0.176
N -1.300 2.639 -0.212
C -2.296 2.857 0.662
C -3.324 1.852 1.003
C -2.085 4.107 1.240
C -0.924 4.600 0.694
C -0.311 5.934 0.932
H 3.814 -0.798 -2.541
H 2.361 -1.167 -1.583
H 2.238 -0.880 -3.345
H 3.860 1.955 -3.542
H 3.624 4.578 -3.175
H 2.026 5.043 -2.559
H 3.407 4.955 -1.462
H 1.639 4.509 -0.043
H -0.805 0.105 3.233
H 0.512 0.018 4.433
H -0.762 1.229 4.602
H 2.104 2.541 4.466
H 3.532 4.441 3.211
H 3.979 3.718 1.654
H 2.834 5.065 1.700
H -2.852 0.865 1.021
H -3.740 2.066 1.984
H -4.136 1.824 0.280
H -2.720 4.592 1.954
H -1.055 6.592 1.375
H 0.546 5.873 1.602
H 0.024 6.365 -0.009
C 5.340 -4.762 2.987
C 4.457 -3.649 2.493
C 4.603 -2.356 2.981
C 3.813 -1.311 2.516
C 4.048 0.045 3.030
O 4.137 1.037 2.306
C 4.229 0.164 4.495
C 3.740 -0.781 5.403
C 3.926 -0.614 6.759
C 4.601 0.498 7.246
C 5.068 1.457 6.356
C 4.874 1.299 5.001
C 2.765 -1.535 1.560
O 1.987 -0.591 1.263
C 2.615 -2.894 1.063
C 3.494 -3.892 1.533
C 1.642 -3.230 0.081
N 0.697 -2.405 -0.336
C -0.093 -2.723 -1.478
C -2.393 -3.266 -0.396
Te -1.972 -1.817 1.177
C -1.048 -3.276 2.430
C -1.700 -4.479 2.685
C -1.070 -5.469 3.415
C 0.205 -5.255 3.926
C 0.829 -4.034 3.724
C 0.208 -3.047 2.979
C 1.722 -4.597 -0.512
C 2.331 -4.809 -1.746
C 2.348 -6.073 -2.310
C 1.778 -7.143 -1.642
C 1.182 -6.945 -0.406
C 1.149 -5.680 0.152
H 5.872 -4.458 3.887
H 6.079 -5.031 2.229
H 4.753 -5.654 3.212
H 5.366 -2.143 3.719
H 3.204 -1.646 5.038
H 3.528 -1.346 7.451
H 4.758 0.617 8.310
H 5.574 2.337 6.733
H 5.218 2.042 4.295
H 3.394 -4.897 1.144
H 0.527 -3.155 -2.293
H -0.017 -0.785 -2.143
H -2.875 -4.120 0.082
H -3.138 -2.763 -1.013
H -2.702 -4.639 2.305
H -1.570 -6.414 3.581
H 0.703 -6.039 4.480
H 1.819 -3.858 4.122
H 0.702 -2.104 2.801
H 2.799 -3.978 -2.257
H 2.811 -6.226 -3.274
H 1.807 -8.132 -2.076
H 0.740 -7.781 0.119
H 0.676 -5.515 1.109
C -1.274 1.623 -1.194
Ge -2.790 2.143 -2.465
C -4.484 1.125 -2.139
C -4.502 -0.005 -1.331
C -5.696 -0.586 -0.940
C -6.899 -0.077 -1.407
C -6.890 0.994 -2.287
C -5.694 1.595 -2.637
C -2.735 2.290 -4.483
C -2.572 1.191 -5.321
C -2.566 1.324 -6.697
C -2.748 2.567 -7.279
C -2.946 3.671 -6.461
C -2.931 3.529 -5.087
C -3.081 4.069 -1.980
C -2.060 4.957 -2.310
C -2.158 6.304 -2.020
C -3.278 6.791 -1.368
C -4.290 5.917 -1.010
C -4.190 4.570 -1.317
H -0.388 1.802 -1.814
H -3.558 -0.407 -0.974
H -5.685 -1.419 -0.248
H -7.838 -0.505 -1.082
H -7.822 1.370 -2.685
H -5.696 2.457 -3.292
H -2.459 0.206 -4.897
H -2.421 0.447 -7.314
H -2.730 2.677 -8.354
H -3.116 4.646 -6.899
H -3.085 4.403 -4.471
H -1.173 4.581 -2.809
H -1.363 6.979 -2.306
H -3.358 7.844 -1.137
H -5.164 6.288 -0.495
H -4.983 3.891 -1.030
C -2.240 -5.297 -2.948
N -1.710 -4.006 -2.627
C -2.156 -2.853 -3.270
C -1.669 -1.654 -2.932
N -0.718 -1.491 -1.922
C -1.245 -3.746 -1.281
H -2.355 -5.378 -4.029
H -3.212 -5.515 -2.478
H -1.521 -6.051 -2.616
H -2.912 -2.968 -4.028
H -2.027 -0.741 -3.375
H -0.824 -4.665 -0.869
```

Output
Charge ... -1
HOMO level (spin up / spin down) ... -0.097 / -0.107 Eh
Spin multiplicity ... 2
<S²> ... 1.048
Kohn-Sham gap (spin up / spin down) ... 4.805 / 5.076 eV

Here are the Mulliken charges for atoms 1 to 99, given in e:
1 Ru 2.29
2 C -1.10
3 C -0.12
4 C -1.91
5 C 0.71
6 C -1.56
7 N 0.17
8 N 1.98
9 B -1.06
10 N 0.68
11 N 0.07
12 C 0.11
13 C -1.37
14 C -1.04
15 C 0.87
16 C -1.97
17 N 0.25
18 N 2.22
19 C 1.43
20 C -0.18
21 C -2.68
22 C 1.33
23 C -1.82
24 H 0.54
25 H -0.06
26 H 0.26
27 H 0.54
28 H 0.42
29 H 0.20
30 H 0.21
31 H -0.23
32 H -0.10
33 H 0.22
34 H 0.36
35 H 0.58
36 H 0.48
37 H 0.21
38 H 0.34
39 H -0.86
40 H 0.60
41 H -0.18
42 H 0.55
43 H 0.53
44 H 0.20
45 H 0.21
46 C -1.83
47 C 0.25
48 C -0.83
49 C 0.40
50 C 0.30
51 O -0.79
52 C 0.40
53 C 0.20
54 C -0.90
55 C -0.44
56 C -0.73
57 C -0.67
58 C -1.06
59 O 0.63
60 C 1.04
61 C -0.87
62 C -0.22
63 N 1.86
64 C -1.47
65 C -1.87
66 Te 0.07
67 C -0.05
68 C -0.66
69 C -0.75
70 C -0.86
71 C -0.09
72 C 0.48
73 C -0.77
74 C -0.06
75 C -0.86
76 C -0.77
77 C -0.58
78 C 0.49
79 H 0.39
80 H 0.33
81 H 0.37
82 H 0.52
83 H 0.54
84 H 0.41
85 H 0.39
86 H 0.40
87 H 0.42
88 H 0.57
89 H -0.32
90 H -0.10
91 H 0.20
92 H 0.90
93 H 0.45
94 H 0.38
95 H 0.40
96 H 0.32
97 H 0.05
98 H 0.52
99 H 0.42

No. 3
# C67H75BaN4O6S

A molecular structure, C67H75BaN4O6S (wB97M-V/def2-TZVPD, the Open Molecules 2025 dataset).

XYZ file:
```
154
C67H75BaN4O6S (wB97M-V/def2-TZVPD)
Ba 0.095 -0.195 0.086
C -0.652 -0.828 3.883
O 0.207 -0.749 2.741
C 1.549 -0.989 2.986
C 2.386 0.080 3.315
C 2.034 1.562 3.206
C 0.668 2.102 3.550
C 0.384 2.560 4.821
C -0.848 3.123 5.166
C -1.814 3.169 4.166
C -1.579 2.693 2.880
C -2.703 2.556 1.865
C -3.429 1.241 2.112
C -4.162 1.131 3.293
C -4.737 -0.058 3.706
C -4.520 -1.180 2.912
C -3.809 -1.132 1.720
C -3.512 -2.449 1.013
C -2.489 -3.251 1.804
C -2.854 -4.038 2.885
C -1.921 -4.662 3.716
C -0.579 -4.413 3.436
C -0.170 -3.650 2.352
C 1.299 -3.422 2.094
C 2.050 -2.283 2.782
C 3.393 -2.501 3.060
C 4.247 -1.489 3.488
C 3.723 -0.210 3.589
C 5.714 -1.809 3.771
C 6.376 -2.345 2.494
C 6.498 -0.577 4.229
C 5.797 -2.871 4.877
C -1.122 -3.115 1.451
O -0.761 -2.487 0.370
C -2.381 -5.575 4.852
C -1.206 -6.133 5.656
C -3.167 -6.762 4.273
C -3.292 -4.805 5.816
C -3.324 0.114 1.299
O -2.706 0.226 0.054
C -3.618 0.377 -1.022
C -5.540 -0.174 5.000
C -6.954 -0.678 4.677
C -5.659 1.164 5.732
C -4.847 -1.170 5.937
C -0.301 2.212 2.522
O -0.030 1.863 1.300
C -1.088 3.625 6.589
C -0.072 4.724 6.933
C -0.929 2.461 7.578
C -2.491 4.208 6.769
H -0.661 -1.846 4.278
H -1.653 -0.562 3.543
H -0.334 -0.118 4.649
H 2.230 1.840 2.164
H 2.770 2.107 3.801
H 1.168 2.487 5.572
H -2.795 3.576 4.386
H -2.292 2.588 0.857
H -3.415 3.378 1.978
H -4.246 2.016 3.907
H -4.897 -2.145 3.232
H -3.119 -2.277 0.013
H -4.442 -3.016 0.928
H -3.914 -4.172 3.087
H 0.195 -4.830 4.071
H 1.441 -3.274 1.019
H 1.840 -4.340 2.339
H 3.784 -3.499 2.897
H 4.366 0.621 3.852
H 6.351 -1.589 1.707
H 5.868 -3.234 2.119
H 7.420 -2.604 2.694
H 6.505 0.194 3.456
H 7.534 -0.859 4.431
H 6.078 -0.154 5.143
H 5.289 -3.789 4.581
H 5.329 -2.506 5.794
H 6.841 -3.112 5.093
H -0.530 -6.712 5.023
H -1.584 -6.793 6.441
H -0.634 -5.334 6.132
H -2.535 -7.338 3.594
H -4.038 -6.420 3.712
H -3.512 -7.423 5.074
H -2.767 -3.942 6.232
H -3.618 -5.448 6.640
H -4.182 -4.443 5.302
H -4.375 -0.411 -1.011
H -3.046 0.313 -1.947
H -4.121 1.349 -0.974
H -7.467 0.021 4.013
H -7.540 -0.778 5.594
H -6.924 -1.651 4.185
H -6.162 1.915 5.118
H -4.677 1.548 6.016
H -6.244 1.026 6.644
H -4.784 -2.160 5.488
H -5.400 -1.255 6.877
H -3.830 -0.840 6.160
H 0.953 4.361 6.842
H -0.221 5.079 7.957
H -0.188 5.569 6.252
H 0.069 2.023 7.516
H -1.654 1.676 7.353
H -1.089 2.801 8.606
H -2.657 5.055 6.099
H -2.612 4.559 7.797
H -3.261 3.458 6.577
O 2.679 1.751 -0.942
C 3.288 0.685 -0.914
N 2.714 -0.546 -0.835
C 3.674 -1.515 -0.905
O 3.477 -2.720 -0.942
C 5.028 -0.842 -0.996
C 6.304 -1.351 -1.074
C 7.361 -0.441 -1.125
C 7.124 0.929 -1.108
C 5.823 1.432 -1.042
C 4.790 0.524 -0.986
H 6.474 -2.421 -1.079
H 8.381 -0.802 -1.176
H 7.961 1.615 -1.147
H 5.629 2.497 -1.035
N 0.865 -2.312 -2.940
C 0.440 -1.164 -3.503
N -0.066 -0.153 -2.875
C -0.431 0.860 -3.741
C -0.965 2.088 -3.367
C -1.273 3.016 -4.348
C -1.056 2.737 -5.696
C -0.517 1.518 -6.085
C -0.210 0.595 -5.101
S 0.483 -0.998 -5.268
H 0.976 -2.352 -1.936
H 1.494 -2.905 -3.451
H -1.115 2.305 -2.315
H -1.677 3.978 -4.061
H -1.300 3.477 -6.446
H -0.336 1.296 -7.129
N 0.600 4.455 -0.091
C 1.354 4.733 1.058
C 0.781 5.386 2.147
C 1.541 5.689 3.267
C 2.885 5.348 3.324
C 3.460 4.698 2.238
C 2.708 4.394 1.114
H -0.372 4.320 0.154
H 0.915 3.604 -0.539
H -0.276 5.628 2.129
H 1.068 6.176 4.111
H 3.471 5.575 4.206
H 4.504 4.408 2.269
H 3.143 3.854 0.281
```

Output
Charge ... -1
HOMO level ... -0.168 Eh
Energy relative to the best compared isomer or geometry (same formula, charge and spin) ... 0.0 kcal per mole
Kohn-Sham gap ... 6.580 eV

Here are the Mulliken charges for atoms 1 to 99, given in e:
1 Ba 0.92
2 C -0.86
3 O 0.66
4 C -0.85
5 C 0.23
6 C -1.24
7 C 1.83
8 C -0.79
9 C 0.02
10 C -0.20
11 C 0.55
12 C -1.80
13 C 0.65
14 C -0.69
15 C 0.25
16 C -0.45
17 C 0.86
18 C -1.60
19 C 0.47
20 C -0.84
21 C -0.26
22 C -0.11
23 C -0.16
24 C -0.78
25 C 0.51
26 C -0.59
27 C -0.08
28 C -0.71
29 C 2.12
30 C -1.67
31 C -2.25
32 C -1.83
33 C 0.37
34 O -1.35
35 C 2.20
36 C -2.25
37 C -1.87
38 C -1.68
39 C -0.43
40 O 0.62
41 C -1.02
42 C 2.25
43 C -1.95
44 C -2.14
45 C -1.36
46 C -0.23
47 O -0.21
48 C 1.81
49 C -1.74
50 C -1.54
51 C -1.79
52 H 0.04
53 H 0.13
54 H 0.13
55 H -0.34
56 H 0.47
57 H 0.55
58 H 0.73
59 H -0.01
60 H 0.84
61 H 0.35
62 H 0.24
63 H 0.27
64 H 0.81
65 H 0.44
66 H 0.51
67 H 0.26
68 H 0.52
69 H 0.48
70 H 0.62
71 H 0.23
72 H 0.36
73 H 0.53
74 H 0.38
75 H 0.46
76 H 0.39
77 H 0.33
78 H 0.37
79 H 0.48
80 H 0.41
81 H 0.44
82 H 0.40
83 H 0.40
84 H 0.29
85 H 0.46
86 H 0.32
87 H 0.51
88 H 0.29
89 H 0.32
90 H 0.13
91 H 0.23
92 H 0.41
93 H 0.47
94 H 0.30
95 H 0.41
96 H 0.22
97 H 0.46
98 H 0.11
99 H 0.52